(1)
The following is a quantum chemistry calculation of a molecular structure, C7H15NO4 at a distorted geometry, from OMol25.

```
27
Properties=species:S:1:pos:R:3:nbo_charge:R:1
C 2.64 -0.60 -1.39 -0.6365
C 1.68 0.17 -0.66 -0.1431
C -1.03 0.46 -0.83 -0.0820
C -1.91 -0.93 -0.87 -0.0649
C -0.79 1.43 0.42 0.0589
C 0.20 0.53 1.46 0.1227
C 1.41 -0.21 0.83 0.0380
H 2.39 -1.67 -1.48 0.2250
H 3.13 0.18 -2.48 0.2537
H 3.56 -0.69 -0.35 0.2418
H 1.88 1.27 -0.54 0.2397
H 0.70 -0.46 -2.31 0.4104
H -1.41 1.11 -1.59 0.1982
H -1.51 -1.27 -2.01 0.1654
H -1.46 -1.87 -0.38 0.1732
H -3.56 -1.90 -0.23 0.4730
H -1.81 1.71 0.90 0.2185
H -0.81 3.49 -0.16 0.4770
H 0.94 1.43 1.98 0.1424
H -0.14 -1.32 1.83 0.5107
H 2.13 0.09 1.50 0.1801
H 1.10 -1.79 -0.02 0.4911
N 0.28 -0.13 -1.29 -0.7443
O -3.35 -0.87 -0.43 -0.7261
O 0.03 2.64 -0.15 -0.7508
O -0.50 -0.41 2.07 -0.7219
O 1.30 -1.67 1.08 -0.7502
```

Output
Total charge   0
Orbital gap   0.343 Eh
Spin multiplicity   1
Relative energy (zero: lowest compared OMol25 entry of this formula, charge and spin)   204.6 kcal/mol
F_max   6.7 eV/Å

=====

(2)
The following is a quantum chemistry calculation of 2 unconnected molecules or ions with the total composition C7H15NS at a distorted geometry, from OMol25.

```
24
Properties=species:S:1:pos:R:3:nbo_charge:R:1
C -3.86 1.16 -0.56 -0.7899
C -3.50 -1.35 0.61 -0.7998
C 2.91 -0.01 0.24 -0.4057
C 2.22 -1.11 -0.56 -0.3938
C 2.20 1.33 0.05 -0.3907
C 0.72 -1.13 -0.21 -0.2647
C 0.69 1.15 0.34 -0.2685
N 0.17 0.14 -0.50 -0.4538
S -2.69 0.03 0.00 0.8706
H -3.38 2.03 -0.99 0.2132
H -4.60 0.69 -1.20 0.2127
H -2.84 -1.97 1.21 0.2175
H -4.03 -1.89 -0.16 0.2117
H 2.91 -0.27 1.30 0.1936
H 3.96 0.09 -0.08 0.2108
H 2.32 -0.90 -1.63 0.2043
H 2.67 -2.08 -0.35 0.2073
H 2.61 2.09 0.71 0.2073
H 2.31 1.66 -0.99 0.2045
H 0.21 -1.88 -0.82 0.1982
H 0.62 -1.41 0.86 0.1488
H 0.58 0.91 1.41 0.1482
H 0.16 2.09 0.13 0.1937
H -2.36 0.62 1.19 0.1243
```

Output
Total charge   0
Orbital gap (spin up / spin down)   0.173 / 0.173 Eh
Spin multiplicity   1
Relative energy (zero: lowest compared OMol25 entry of this formula, charge and spin)   138.7 kcal/mol
F_max   1.7 eV/Å